[1]
Density functional theory data (wB97M-V/def2-TZVPD) for a structure of composition C30H50OP4Ru.

Geometry as XYZ:
```
86
Properties=species:S:1:pos:R:3:forces:R:3:lowdin_spin:R:1
H -7.9152 -0.6624 -0.5411 0.321 -0.156 0.091 -0.001
H -4.4353 1.6607 -1.0921 -0.079 -0.221 0.358 0.011
C -0.3457 -0.3791 2.9917 0.312 0.314 -1.425 0.012
C 3.0107 0.5779 1.3170 0.315 -0.762 -0.416 0.107
P 0.0121 2.3362 0.8189 0.847 2.121 -0.249 0.006
Ru -0.2432 0.1979 -0.5000 1.300 -0.146 4.818 1.322
H 0.7077 -2.9888 1.2666 -0.433 -0.092 -0.069 0.001
H -4.2053 -1.9201 1.3147 -0.298 0.257 -0.150 0.004
H 0.8663 -2.0853 -2.4856 -0.067 -0.386 0.074 0.003
C 4.7171 1.4454 3.3789 -0.021 0.052 0.341 0.073
H 1.4308 2.1928 2.8359 -0.390 0.269 -0.086 0.001
H -1.5845 3.6850 -0.4279 0.050 0.067 0.239 0.000
H -6.7239 1.3164 -1.5654 -0.066 -0.595 0.238 0.002
H 3.8099 -4.3757 1.4860 -0.016 -0.127 -0.281 0.000
H 4.4261 -3.4621 -2.6923 -0.111 0.006 0.223 0.001
H 3.5203 0.1960 4.6768 0.084 0.041 -0.268 -0.001
H -2.0939 -3.8512 -1.3196 -0.235 0.392 0.143 0.002
H 3.3472 -1.2933 -2.3774 -0.015 -0.277 0.331 0.000
H -2.8727 2.4410 -1.3789 0.246 -0.191 -0.648 0.000
C 0.4103 -2.8639 -1.8605 0.003 0.086 -0.023 0.013
C -1.4395 3.4331 0.6265 -0.098 -0.123 0.051 0.000
H 2.2026 -0.7430 2.8678 0.008 0.545 -0.084 0.001
O -2.8843 0.2109 0.5814 1.156 -0.009 -0.723 0.112
C 0.4526 2.6443 2.6060 -0.226 -0.722 0.100 0.001
C 3.6599 -3.7399 0.6173 -0.652 1.181 1.547 0.050
H 4.6594 -5.0364 -0.7642 0.024 0.191 -0.039 0.008
H 0.5203 0.3183 2.9047 -1.178 -0.622 0.479 0.001
H -1.3383 0.4033 -4.4030 0.067 -0.273 -0.395 0.008
C -4.8627 0.7417 -0.7233 1.587 0.775 0.922 0.312
H 2.6751 -2.2223 1.7955 0.175 -0.311 -0.275 0.000
C -6.8405 -0.5454 -0.3926 -0.806 1.231 -0.998 0.051
H -0.2512 3.4865 -2.1563 0.123 -0.204 -0.298 0.000
C -0.0157 2.6318 -2.8023 0.102 -0.225 -0.389 -0.005
H -0.3947 -4.2168 0.5886 -0.068 0.419 0.020 0.000
C 4.1609 -4.0766 -0.6367 0.277 -0.998 0.038 0.238
H 5.3809 1.7857 4.1751 -0.196 -0.090 -0.211 0.003
P -0.9677 1.2066 -2.2563 -1.112 1.841 -1.329 0.119
H 0.5203 3.7360 2.7598 -0.148 -0.496 -0.263 0.000
C -2.6230 1.9452 -2.3315 -0.155 -0.509 0.047 0.054
H -2.3406 2.9349 1.0003 0.115 0.110 -0.022 0.000
C 2.5811 0.8528 -1.5167 0.117 -0.177 -0.005 0.009
P 1.9685 -0.0713 -0.0686 1.744 0.475 0.546 0.087
H -0.0993 -1.3914 2.6212 -0.320 0.438 1.039 0.001
C 2.8453 -1.6569 -0.2774 -0.053 0.957 -0.049 0.256
P -0.6558 -2.0897 -0.5719 -0.133 -2.062 -1.034 0.038
C -0.9391 -0.0674 -3.5054 0.039 0.104 -0.524 0.041
C 4.9340 1.8593 2.0691 0.130 0.145 -0.969 0.018
H 3.6339 0.5949 -1.6749 -0.211 0.208 -0.191 0.001
H -2.6563 2.6582 -3.1596 -0.028 -0.042 0.074 0.007
C -0.3103 -3.1597 0.8920 -0.013 0.391 0.120 0.007
H 1.3061 4.4074 0.7625 -0.018 -0.272 -0.210 0.000
H -0.3045 2.2169 3.2724 0.354 0.346 -0.068 0.000
H -2.6881 -2.2758 -1.9419 0.074 -0.227 0.216 0.000
C -6.2069 0.5531 -0.9698 -2.581 -1.389 0.146 0.124
H -6.6175 -2.3278 0.8257 -0.001 0.156 -0.160 0.010
C 1.3864 3.4496 0.2293 -0.251 -0.166 -0.198 0.006
C 3.6792 0.5555 3.6607 -0.159 -0.299 -0.279 0.007
C 4.0976 1.4296 1.0392 0.242 0.093 0.119 0.027
H 4.3032 1.7337 0.0141 0.044 0.115 0.378 0.000
H -1.2755 4.3604 1.1897 -0.048 -0.218 -0.123 0.000
C -4.7662 -1.2567 0.6512 2.565 1.753 -0.088 0.168
H -0.2091 -3.5153 -2.4950 0.380 0.117 0.175 0.002
H -1.0322 -2.9401 1.6939 0.243 -0.217 -0.285 0.000
H -1.8534 1.0953 3.2532 0.064 -0.080 0.511 0.001
C 3.4073 -1.9694 -1.5238 1.016 -1.241 -1.211 0.067
H 1.3542 3.6355 -0.8476 0.085 0.060 0.296 0.000
H -3.3141 1.1163 -2.5453 0.134 0.428 -0.024 0.004
C 3.0259 -2.5167 0.8097 0.561 -1.595 0.584 0.067
C -1.6016 0.0424 3.1935 0.156 -0.468 -0.623 0.022
H -1.5736 -0.9101 -3.2076 0.193 0.233 -0.158 0.002
H 1.2037 -3.4432 -1.3668 -0.353 0.054 -0.334 0.003
C -6.1183 -1.4623 0.3899 -1.485 -0.196 -0.252 0.298
C 4.0219 -3.2036 -1.7142 -0.267 1.571 -0.840 0.068
H 1.9772 0.5705 -2.3941 0.406 0.194 0.187 0.004
H 1.0587 2.4392 -2.8537 -0.318 0.282 -0.105 0.000
H 5.7857 2.4966 1.8109 -0.357 -0.179 0.223 0.000
C 2.8849 0.0721 2.6220 0.089 -0.202 0.873 0.044
H -3.0095 -2.7316 -0.2463 0.335 -0.116 -0.330 0.001
H -1.9635 -0.0156 0.0156 -3.359 -0.008 0.914 0.048
C -2.2776 -2.7939 -1.0635 -0.148 0.190 0.032 0.015
C -4.1273 -0.1112 0.1236 0.077 -1.920 0.691 0.035
H 2.4984 1.9221 -1.3007 -0.050 -0.332 -0.251 0.001
H -2.4774 -0.6181 3.1832 0.562 0.107 0.121 0.001
H -0.4229 2.8080 -3.8005 0.318 0.377 -0.115 -0.001
H 0.0887 -0.3963 -3.6800 -0.202 -0.053 -0.185 0.001
H 2.3454 2.9896 0.5003 -0.314 0.297 -0.058 0.001
```
Forces are in eV/Å.

Computed properties:
charge	+4
HOMO energy (alpha / beta)	-19.305 / -19.514	eV
multiplicity	5

[2]
Density functional theory data (wB97M-V/def2-TZVPD) for the molecule C5H7N.

Geometry as XYZ:
```
13
Properties=species:S:1:pos:R:3:forces:R:3:lowdin_charge:R:1
C -2.2160 0.6511 -0.2088 -0.232 0.102 -0.060 -0.148
C 1.4799 0.4850 -0.1831 0.025 -0.313 0.177 -0.091
C 1.7018 -1.9627 0.6572 0.681 0.066 0.182 0.020
H 2.3260 1.1446 -0.3495 -0.240 0.136 0.294 0.099
H -2.7732 -0.0628 -0.8250 0.021 0.139 0.081 0.075
C 1.6552 -0.7333 0.2615 0.158 0.182 -0.066 -0.116
H 2.1793 -2.6672 -0.0101 -0.540 -0.449 -0.085 0.064
H -0.0540 1.9545 -0.7063 -0.176 -0.078 -0.142 0.111
H 1.4649 -2.2360 1.6797 0.226 -0.022 -0.045 0.068
C 0.0863 0.9220 -0.3615 -0.214 -0.072 -0.040 -0.203
H -2.2560 1.6433 -0.6826 -0.055 -0.071 0.041 0.068
H -2.7200 0.7012 0.7637 0.080 -0.036 -0.144 0.075
N -0.8742 0.1603 -0.0351 0.267 0.416 -0.194 -0.023
```
Forces are in eV/Å.

Computed properties:
SMILES	C=C=C/C=N/C
HOMO energy	-8.940	eV

[3]
Density functional theory data (wB97M-V/def2-TZVPD) for a cluster of 2 separate species, C2H9N2O in total.

Geometry as XYZ:
```
14
Properties=species:S:1:pos:R:3:forces:R:3:lowdin_charge:R:1
O 0.8674 -0.1264 -0.0448 1.613 0.452 0.073 -0.055
C -2.1787 -0.5762 0.1133 -0.992 -0.305 1.096 -0.029
H 1.6239 -0.0537 -1.8838 0.064 -0.576 -0.419 0.137
H -3.2175 -0.6146 0.5016 0.362 0.200 -0.954 0.110
H 4.0304 -0.0702 -1.0218 -2.195 0.379 -0.083 0.163
H 3.2609 0.4343 0.4675 -0.062 -0.787 -1.928 0.161
H -2.0173 1.3578 0.6185 -0.606 1.704 0.119 0.130
H -1.7416 -1.4592 0.5446 0.445 -0.573 -0.569 0.091
N 3.1113 0.1662 -0.5608 2.422 0.631 4.025 0.146
H -2.0441 -0.4700 -0.9813 -0.247 -0.129 0.886 0.119
H -1.4893 0.3600 1.8635 0.267 0.429 -0.967 0.184
N -1.5059 0.5494 0.8411 0.973 -1.560 -0.690 0.115
H -0.5452 0.5607 0.3615 -0.215 0.105 1.137 0.097
C 1.8457 -0.0580 -0.8189 -1.828 0.029 -1.729 -0.369
```
Forces are in eV/Å.

Computed properties:
charge	+1
HOMO energy	-14.659	eV

Strongest force on any atom list, top to bottom, in eV/A: 5.0, 0.7, 4.7
ΔE to the lowest compared entry with this formula, charge and spin list, top to bottom, in kcal per mole: 47.55, 59.53, 25.64
E_tot list, top to bottom, in Ha: -2706.9901, -249.3784, -266.1108